Entry 1:
{"formula": "C2H12N2O2", "method": "ωB97M-V/def2-TZVPD", "homo_ev": [1.1, -5.2], "s_squared": 0.7505, "lumo_ev": [3.633, 3.760], "charge": -1, "e_above_lowest_kcal_mol": 23.2, "multiplicity": 2, "orbital_gap_ev": [2.58, 8.93], "elements": ["O", "O", "N", "N", "C", "C", "H", "H", "H", "H", "H", "H", "H", "H", "H", "H", "H", "H"], "coordinates": [[-1.435, -3.220, -0.930], [-2.495, 4.704, -2.369], [1.569, -0.001, 1.565], [-0.471, -0.242, 0.251], [0.656, 0.634, 0.629], [2.159, -1.266, 1.233], [1.695, -2.150, 1.686], [-1.270, -2.695, -1.745], [-3.238, 4.445, -1.771], [3.234, -1.334, 1.449], [1.273, 0.753, -0.272], [-0.565, -0.415, -0.749], [-1.699, -2.545, -0.256], [-2.578, 4.113, -3.112], [2.104, -1.362, 0.141], [1.156, -0.009, 2.492], [-0.441, -1.043, 0.844], [0.347, 1.634, 0.912]]}

Entry 2:
{"formula": "C38H68Cl6O27", "method": "ωB97M-V/def2-TZVPD", "homo_ev": -9.0, "lumo_ev": 0.342, "orbital_gap_ev": 9.37, "smiles": "COCCOCCOC.COCCOCCOC.COCCOCCOC.ClC(Cl)Cl.ClC(Cl)Cl.O=C1OCCO1.O=C1OCCO1.O=C1OCCO1.O=C1OCCO1.O=C1OCCO1.O=C1OCCO1", "elements": ["Cl", "Cl", "Cl", "Cl", "Cl", "Cl", "O", "O", "O", "O", "O", "O", "O", "O", "O", "O", "O", "O", "O", "O", "O", "O", "O", "O", "O", "O", "O", "O", "O", "O", "O", "O", "O", "C", "C", "C", "C", "C", "C", "C", "C", "C", "C", "C", "C", "C", "C", "C", "C", "C", "C", "C", "C", "C", "C", "C", "C", "C", "C", "C", "C", "C", "C", "C", "C", "C", "C", "C", "C", "C", "C", "H", "H", "H", "H", "H", "H", "H", "H", "H", "H", "H", "H", "H", "H", "H", "H", "H", "H", "H", "H", "H", "H", "H", "H", "H", "H", "H", "H", "H", "H", "H", "H", "H", "H", "H", "H", "H", "H", "H", "H", "H", "H", "H", "H", "H", "H", "H", "H", "H", "H", "H", "H", "H", "H", "H", "H", "H", "H", "H", "H", "H", "H", "H", "H", "H", "H", "H", "H"], "coordinates": [[-15.144, -17.715, 15.367], [-14.999, -14.944, 8.291], [-15.071, -17.723, 12.443], [-12.858, -18.939, 13.789], [-16.477, -14.304, 10.769], [-14.342, -12.682, 9.911], [-15.619, -9.820, 16.443], [-12.794, -13.812, 15.573], [-13.753, -16.525, 19.950], [-18.303, -17.224, 20.401], [-14.057, -14.170, 13.799], [-19.552, -12.644, 14.327], [-18.976, -14.810, 18.544], [-15.533, -18.146, 18.461], [-14.966, -13.995, 15.919], [-10.048, -11.183, 15.285], [-9.597, -13.694, 16.469], [-17.440, -11.018, 17.070], [-11.851, -14.613, 10.363], [-11.088, -16.346, 9.120], [-12.173, -16.719, 11.032], [-9.157, -17.284, 13.124], [-14.890, -11.384, 14.095], [-18.144, -14.408, 13.997], [-20.899, -18.167, 19.619], [-18.921, -13.113, 12.290], [-11.099, -15.722, 20.470], [-15.396, -11.642, 17.732], [-8.474, -15.273, 13.834], [-10.123, -10.583, 12.418], [-9.859, -15.338, 12.124], [-13.438, -9.789, 13.540], [-15.415, -10.025, 12.450], [-14.043, -14.021, 15.174], [-21.492, -16.966, 19.025], [-10.090, -12.586, 17.221], [-13.317, -17.098, 18.692], [-17.403, -16.207, 19.994], [-18.219, -14.186, 15.467], [-17.766, -15.564, 18.619], [-16.267, -11.756, 13.687], [-10.012, -14.961, 16.899], [-10.887, -10.176, 11.293], [-16.253, -10.846, 17.046], [-16.396, -11.111, 12.363], [-18.813, -13.467, 19.075], [-11.876, -13.823, 14.500], [-19.485, -16.773, 21.086], [-18.866, -13.402, 13.432], [-9.516, -11.340, 16.581], [-9.956, -15.739, 21.295], [-14.475, -10.322, 13.359], [-14.254, -9.837, 16.751], [-20.516, -17.896, 21.006], [-13.290, -15.145, 20.118], [-14.074, -17.648, 13.920], [-9.482, -13.954, 12.250], [-19.482, -13.409, 15.571], [-14.055, -11.272, 17.330], [-9.151, -16.076, 12.991], [-9.469, -10.014, 14.667], [-12.171, -15.129, 21.133], [-11.058, -17.754, 9.252], [-14.893, -14.289, 9.927], [-10.203, -9.548, 13.411], [-8.508, -13.911, 13.471], [-12.795, -13.646, 13.259], [-14.193, -18.398, 18.595], [-11.716, -15.787, 10.137], [-16.308, -19.255, 18.133], [-11.516, -17.988, 10.699], [-8.401, -11.396, 16.501], [-11.198, -12.504, 17.259], [-13.472, -11.210, 18.230], [-12.536, -14.262, 12.424], [-11.935, -14.074, 21.333], [-13.611, -16.691, 13.911], [-14.179, -14.922, 10.487], [-10.071, -16.430, 22.122], [-16.419, -16.675, 19.944], [-19.717, -12.848, 18.892], [-17.448, -15.347, 20.722], [-13.755, -18.884, 17.734], [-21.434, -17.691, 21.529], [-17.878, -16.255, 17.842], [-8.441, -10.389, 14.433], [-9.528, -15.190, 17.832], [-22.331, -17.289, 18.429], [-10.457, -9.264, 10.966], [-10.684, -18.119, 11.389], [-9.825, -10.537, 17.261], [-17.334, -13.598, 15.683], [-10.031, -18.121, 9.055], [-10.701, -10.954, 10.533], [-12.939, -14.686, 19.166], [-13.654, -11.967, 16.548], [-14.049, -9.059, 17.499], [-9.673, -8.560, 13.142], [-8.837, -13.351, 14.392], [-11.953, -10.153, 11.491], [-21.977, -16.333, 19.785], [-13.592, -16.375, 17.926], [-16.146, -20.032, 18.880], [-13.043, -12.614, 13.212], [-12.481, -15.675, 22.022], [-11.102, -14.959, 16.947], [-18.819, -13.521, 20.186], [-14.205, -14.555, 20.345], [-19.263, -16.585, 22.138], [-11.762, -18.195, 8.539], [-7.527, -13.593, 13.066], [-20.756, -16.394, 18.401], [-20.123, -18.798, 21.412], [-16.973, -14.900, 18.332], [-11.233, -12.955, 14.708], [-14.064, -18.969, 19.433], [-17.341, -18.901, 18.024], [-19.493, -12.747, 16.407], [-9.680, -14.735, 21.635], [-12.264, -17.349, 18.640], [-16.331, -12.865, 13.638], [-11.269, -9.224, 13.582], [-17.348, -10.731, 12.027], [-19.945, -15.872, 20.725], [-18.293, -15.119, 16.003], [-17.960, -12.963, 18.720], [-13.709, -9.574, 15.858], [-9.419, -9.263, 15.430], [-9.611, -12.611, 18.225], [-10.397, -13.335, 12.467], [-9.668, -15.729, 16.218], [-20.330, -14.025, 15.543], [-11.301, -14.747, 14.504], [-9.000, -13.656, 11.289], [-16.086, -11.851, 11.665], [-9.116, -16.138, 20.659], [-12.271, -18.776, 10.950], [-16.848, -11.263, 14.459], [-15.998, -19.692, 17.112]]}

Entry 3:
{"formula": "C18H21N2O11P", "method": "ωB97M-V/def2-TZVPD", "homo_ev": -8.3, "lumo_ev": -0.708, "orbital_gap_ev": 7.60, "smiles": "Nc1cc2c(c(N)c1P(=O)(O)O)C(=O)C=CC2=O.C[C@@H]1COC(=O)O1.C[C@@H]1COC(=O)O1", "elements": ["P", "O", "O", "O", "O", "O", "O", "O", "O", "O", "O", "O", "N", "N", "C", "C", "C", "C", "C", "C", "C", "C", "C", "C", "C", "C", "C", "C", "C", "C", "C", "C", "H", "H", "H", "H", "H", "H", "H", "H", "H", "H", "H", "H", "H", "H", "H", "H", "H", "H", "H", "H", "H"], "coordinates": [[-3.494, 2.420, 3.323], [1.595, 1.999, -2.591], [-4.195, 2.818, 2.100], [-4.517, 1.816, 4.398], [1.009, -4.628, -3.093], [-0.419, -1.675, 5.894], [-0.538, -5.009, -1.497], [0.033, 2.988, -3.828], [-2.805, 3.647, 4.067], [-0.431, 2.404, -1.702], [0.952, -3.329, -1.285], [1.843, -1.510, 1.632], [-2.555, 0.168, 5.243], [-1.706, 2.221, 0.871], [-0.443, 0.301, 1.606], [1.268, 3.124, -4.560], [-0.181, -0.684, 2.532], [0.322, 2.460, -2.620], [-0.088, -3.077, 4.032], [1.892, -3.528, -3.349], [2.090, 2.019, -3.938], [0.380, -4.385, -1.915], [-2.174, 1.205, 3.059], [-0.857, -0.723, 3.754], [-1.441, 1.263, 1.848], [1.039, 3.007, -6.044], [2.535, -1.568, -1.842], [2.192, -3.030, -1.954], [0.847, -1.728, 2.265], [-0.467, -1.799, 4.696], [0.549, -3.039, 2.868], [-1.852, 0.228, 4.036], [1.357, -2.788, -3.949], [3.494, -1.362, -2.318], [3.159, 2.214, -3.946], [0.820, -3.955, 2.368], [0.108, 0.339, 0.678], [1.894, 1.045, -4.395], [-0.356, -3.992, 4.535], [-3.448, 4.371, 4.064], [-1.545, 3.161, 1.213], [-4.648, 0.889, 4.160], [1.688, 4.104, -4.315], [1.766, -0.947, -2.307], [2.972, -3.637, -1.486], [-2.441, 0.977, 5.833], [2.591, -1.269, -0.795], [-1.118, 2.085, 0.057], [0.328, 3.760, -6.381], [1.975, 3.146, -6.585], [0.626, 2.030, -6.298], [2.772, -3.867, -3.889], [-2.379, -0.681, 5.751]]}

The calculation returns the following F_max values, one per record and in order: 2.559, 3.673, 1.286 eV/A.